C13H15Cl3MnN5O8 as an isolated structure, computed with ωB97M-V/def2-TZVPD.

Cartesian coordinates (Å):
Mn (0.672, -0.378, 0.070)
O (-0.465, -2.676, 2.486)
Cl (-0.774, -2.116, 1.278)
O (-1.910, -2.600, 0.641)
O (-0.851, -0.663, 1.340)
O (0.379, -2.238, 0.336)
O (2.325, 2.899, -4.372)
C (2.943, 1.769, -4.433)
O (3.722, 1.430, -5.280)
C (2.684, 0.757, -3.321)
C (3.366, -0.456, -3.207)
N (2.906, -1.078, -2.121)
N (1.955, -0.356, -1.510)
C (1.803, 0.770, -2.232)
C (0.761, 1.727, -1.705)
O (0.520, 2.770, -2.252)
O (0.197, 1.242, -0.635)
H (1.676, 3.068, -3.648)
H (4.119, -0.852, -3.870)
H (3.214, -1.973, -1.747)
N (-5.050, -0.990, -1.650)
C (-3.675, -1.467, -1.961)
C (-2.586, -0.477, -1.493)
N (-1.233, -1.036, -1.661)
H (-5.740, -1.695, -1.956)
H (-5.268, -0.104, -2.129)
H (-5.172, -0.848, -0.636)
H (-3.607, -1.636, -3.041)
H (-3.530, -2.422, -1.445)
H (-2.736, -0.250, -0.431)
H (-2.640, 0.458, -2.057)
H (-0.977, -0.986, -2.647)
H (-1.278, -2.030, -1.434)
Cl (3.346, -2.260, 2.164)
C (3.398, -0.688, 2.780)
C (4.162, -0.359, 3.888)
C (4.178, 0.950, 4.368)
C (3.447, 1.958, 3.740)
C (2.652, 1.678, 2.637)
Cl (1.697, 2.844, 1.882)
C (2.587, 0.320, 2.120)
N (1.797, 0.019, 1.136)
H (4.741, -1.126, 4.385)
H (4.752, 1.183, 5.256)
H (3.494, 2.970, 4.123)

Results
* 2S+1: 2
* <S²>: 1.09
* calculated total energy: -106404.086 eV
* HOMO (alpha / beta): -17.438 / -17.442 eV
* LUMO (alpha / beta): -0.4692 / -0.4713 hartree
* energy above the lowest of the compared OMol25 structures with the same formula, charge and spin: 14.9 kcal/mol
* F_max: 4.88 eV Å⁻¹
* net charge: +3


C13H15Cl3MnN5O8 as an isolated structure, computed with ωB97M-V/def2-TZVPD.

Cartesian coordinates (Å):
Mn (-1.017, 0.608, 0.405)
O (-1.272, 2.592, -0.185)
Cl (-1.689, 3.580, 0.936)
O (-1.174, 3.012, 2.199)
O (-2.227, 0.688, 1.209)
O (1.018, 1.822, 1.026)
O (2.466, -3.408, -2.720)
C (3.416, -3.197, -1.870)
O (4.489, -3.740, -1.872)
C (3.203, -2.203, -0.752)
C (4.161, -1.962, 0.226)
N (3.638, -1.062, 1.065)
N (2.419, -0.696, 0.723)
C (2.114, -1.357, -0.394)
C (0.840, -1.115, -1.088)
O (0.522, -1.644, -2.132)
O (0.045, -0.243, -0.488)
H (1.654, -2.847, -2.652)
H (5.135, -2.398, 0.336)
H (4.084, -0.661, 1.881)
N (-3.605, 1.210, -5.175)
C (-3.739, 0.689, -3.785)
C (-2.452, 0.834, -2.936)
N (-2.679, 0.415, -1.548)
H (-4.482, 1.047, -5.695)
H (-2.850, 0.738, -5.695)
H (-3.428, 2.225, -5.189)
H (-4.018, -0.368, -3.848)
H (-4.550, 1.237, -3.297)
H (-2.122, 1.876, -2.910)
H (-1.649, 0.221, -3.356)
H (-2.985, -0.557, -1.528)
H (-3.429, 0.975, -1.141)
Cl (2.214, 2.850, 3.122)
C (1.489, 1.463, 3.753)
C (1.684, 1.069, 5.071)
C (1.080, -0.075, 5.567)
C (0.246, -0.872, 4.774)
C (0.004, -0.505, 3.471)
Cl (-0.903, -1.504, 2.411)
C (0.601, 0.675, 2.923)
N (0.342, 1.055, 1.667)
H (2.315, 1.672, 5.709)
H (1.277, -0.373, 6.586)
H (-0.186, -1.769, 5.193)

Results
* 2S+1: 2
* <S²>: 0.76
* calculated total energy: -106403.102 eV
* HOMO (alpha / beta): -16.431 / -16.431 eV
* LUMO (alpha / beta): -0.4402 / -0.4699 hartree
* energy above the lowest of the compared OMol25 structures with the same formula, charge and spin: 37.5 kcal/mol
* F_max: 3.61 eV Å⁻¹
* net charge: +3


An isolated molecule of C13H15FN8O3, computed with ωB97M-V/def2-TZVPD.

Cartesian coordinates (Å):
N (-1.662, -3.226, 2.872)
F (-2.889, 1.266, 0.983)
N (-3.423, -2.413, 1.315)
N (2.425, -2.035, 1.802)
N (4.764, 0.706, 0.761)
N (2.452, 1.249, 0.391)
N (-2.489, -2.792, 2.078)
O (-2.479, 0.903, -1.572)
O (-1.352, -0.278, 1.522)
O (-0.294, 0.271, -1.907)
C (1.122, -1.782, 1.632)
C (3.760, 1.474, 0.296)
C (4.394, -0.449, 1.199)
C (2.171, 0.079, 0.959)
C (3.079, -0.852, 1.369)
N (5.366, -1.334, 1.562)
N (0.931, -0.497, 1.109)
C (-1.526, 1.172, -3.723)
C (-0.702, 2.607, -1.831)
C (-1.270, 1.238, -2.241)
C (-3.693, -0.955, 1.387)
C (-2.580, -0.042, 0.796)
C (-2.222, -0.246, -0.687)
C (-0.293, 0.095, 0.619)
C (-0.766, -0.432, -0.742)
H (0.331, -2.538, 1.723)
H (4.027, 2.410, -0.150)
H (6.276, -0.920, 1.719)
H (5.032, -2.056, 2.153)
H (-1.619, 0.125, -3.973)
H (-0.764, 1.671, -4.342)
H (-2.501, 1.657, -3.944)
H (-0.562, 2.618, -0.726)
H (-1.389, 3.388, -2.139)
H (0.290, 2.832, -2.256)
H (-4.596, -0.812, 0.810)
H (-3.890, -0.637, 2.439)
H (-2.724, -1.145, -1.090)
H (-0.194, 1.182, 0.641)
H (-0.540, -1.501, -0.814)

Results
* 2S+1: 1
* calculated total energy: -34503.032 eV
* HOMO: -8.702 eV
* LUMO: 0.0015 hartree
* energy above the lowest of the compared OMol25 structures with the same formula, charge and spin: 0.0 kcal/mol
* F_max: 9.27 eV Å⁻¹


An isolated molecule of C13H15NO3, computed with ωB97M-V/def2-TZVPD.

Cartesian coordinates (Å):
C (3.520, -2.684, 3.180)
C (2.264, -2.015, 2.717)
C (1.218, -1.777, 3.603)
C (0.033, -1.174, 3.197)
C (-0.084, -0.810, 1.872)
C (0.960, -1.044, 0.973)
C (2.133, -1.643, 1.376)
C (0.537, -0.545, -0.360)
O (1.138, -0.547, -1.405)
N (-0.746, -0.054, -0.178)
C (-1.519, 0.556, -1.237)
C (-1.213, 2.049, -1.354)
C (-1.963, 2.702, -2.512)
C (-1.493, 2.226, -3.886)
O (-2.064, 0.964, -4.169)
C (-1.191, -0.161, 1.132)
O (-2.268, 0.209, 1.528)
H (4.393, -2.213, 2.734)
H (3.515, -3.731, 2.874)
H (3.610, -2.647, 4.262)
H (1.332, -2.069, 4.637)
H (-0.772, -0.994, 3.893)
H (2.931, -1.818, 0.671)
H (-2.576, 0.406, -1.006)
H (-1.275, 0.048, -2.171)
H (-0.137, 2.180, -1.496)
H (-1.496, 2.541, -0.420)
H (-1.821, 3.783, -2.459)
H (-3.029, 2.490, -2.426)
H (-0.396, 2.163, -3.902)
H (-1.808, 2.954, -4.648)
H (-1.737, 0.655, -5.020)

Results
* 2S+1: 1
* structure (SMILES): Cc1ccc2c(c1)C(=O)N(CCCCO)C2=O
* calculated total energy: -21358.161 eV
* HOMO: -9.459 eV
* LUMO: -0.0050 hartree
* energy above the lowest of the compared OMol25 structures with the same formula, charge and spin: 0.0 kcal/mol
* F_max: 0.69 eV Å⁻¹


An isolated molecule of C13H16BNO5, computed with ωB97M-V/def2-TZVPD.

Cartesian coordinates (Å):
C (3.567, -2.451, 2.872)
C (2.907, -2.226, 1.908)
C (2.148, -1.852, 0.771)
C (1.652, -2.756, -0.089)
C (0.856, -2.319, -1.240)
O (0.287, -3.131, -1.944)
C (0.743, -0.866, -1.535)
B (0.036, -0.541, -2.920)
N (-1.022, 0.413, -3.020)
O (0.492, -1.170, -4.075)
C (1.235, 0.052, -0.684)
C (1.161, 1.542, -0.875)
O (-0.146, 2.041, -0.694)
C (-0.312, 2.887, 0.432)
C (-0.721, 2.154, 1.694)
O (-2.055, 1.712, 1.685)
C (-2.302, 0.530, 0.934)
C (-3.126, -0.453, 1.724)
C (1.896, -0.394, 0.569)
O (2.218, 0.395, 1.433)
H (4.111, -2.547, 3.778)
H (1.805, -3.812, 0.056)
H (-1.710, 0.189, -3.730)
H (-1.498, 0.520, -2.130)
H (-0.243, -1.672, -4.444)
H (1.520, 1.787, -1.875)
H (1.857, 1.992, -0.172)
H (0.567, 3.503, 0.619)
H (-1.120, 3.574, 0.183)
H (-0.021, 1.338, 1.898)
H (-0.635, 2.862, 2.517)
H (-1.350, 0.069, 0.662)
H (-2.810, 0.802, 0.008)
H (-2.626, -0.752, 2.638)
H (-3.240, -1.354, 1.122)
H (-4.120, -0.065, 1.921)

Results
* 2S+1: 1
* structure (SMILES): C#CC1=CC(=O)C(B(N)O)=C(COCCOCC)C1=O
* calculated total energy: -26143.140 eV
* HOMO: -9.456 eV
* LUMO: -0.0627 hartree
* energy above the lowest of the compared OMol25 structures with the same formula, charge and spin: 0.7 kcal/mol
* F_max: 1.71 eV Å⁻¹


C13H16BeClN5O3 as an isolated structure, computed with ωB97M-V/def2-TZVPD.

Cartesian coordinates (Å):
Be (1.262, 0.534, -0.542)
N (2.596, 1.492, -1.306)
C (2.036, 2.850, -1.488)
C (1.188, 3.132, -0.259)
N (0.292, 1.969, -0.103)
H (3.423, 1.509, -0.718)
H (2.856, 1.074, -2.193)
H (1.394, 2.822, -2.369)
H (2.807, 3.607, -1.634)
H (0.644, 4.071, -0.359)
H (1.819, 3.196, 0.629)
H (-0.477, 2.030, -0.769)
H (-0.102, 1.908, 0.830)
C (-0.560, -3.275, 0.621)
C (-1.270, -1.968, 0.801)
C (-1.390, -1.371, 2.046)
C (-2.032, -0.147, 2.181)
Cl (-2.139, 0.595, 3.753)
C (-2.582, 0.492, 1.089)
C (-2.463, -0.092, -0.170)
C (-1.804, -1.304, -0.310)
O (-1.627, -1.919, -1.518)
C (-1.475, -1.067, -2.639)
C (-0.453, 0.036, -2.362)
O (-0.610, 1.162, -2.819)
O (0.547, -0.347, -1.640)
H (-0.127, -3.617, 1.559)
H (0.231, -3.176, -0.125)
H (-1.246, -4.040, 0.253)
H (-0.957, -1.853, 2.915)
H (-3.105, 1.431, 1.211)
H (-2.891, 0.407, -1.029)
H (-2.417, -0.613, -2.950)
H (-1.111, -1.708, -3.441)
N (1.291, -3.047, 4.110)
C (1.873, -2.297, 3.452)
N (2.602, -1.451, 2.740)
C (2.155, -0.834, 1.735)
N (1.820, -0.192, 0.815)

Results
* 2S+1: 1
* calculated total energy: -40262.289 eV
* HOMO: -8.538 eV
* LUMO: -0.0046 hartree
* energy above the lowest of the compared OMol25 structures with the same formula, charge and spin: 1.1 kcal/mol
* F_max: 0.33 eV Å⁻¹


A 2-piece molecular cluster, C13H16ClN2O4 overall, computed with ωB97M-V/def2-TZVPD.

Cartesian coordinates (Å):
C (0.017, 1.122, 1.425)
C (-0.682, 1.759, 0.247)
C (-2.300, 1.413, 0.106)
C (-3.218, 1.812, 1.366)
C (-4.755, 1.408, 1.031)
C (-6.022, 1.682, 2.039)
C (-4.969, 0.695, -0.380)
N (-4.029, 0.378, -1.449)
N (-2.797, 0.788, -1.107)
C (-1.761, 0.529, -2.226)
C (-0.846, -0.837, -1.912)
O (-1.358, -1.930, -1.331)
Cl (0.986, -0.769, -2.369)
H (0.215, -0.043, 1.460)
H (0.365, 1.783, 2.336)
H (-0.094, 2.424, -0.526)
H (-2.865, 2.325, 2.351)
H (-5.656, 2.333, 2.967)
H (-6.803, 2.377, 1.463)
H (-6.531, 0.719, 2.469)
H (-6.099, 0.383, -0.621)
H (-2.310, 0.260, -3.253)
H (-1.110, 1.469, -2.473)
C (3.803, -1.498, -1.446)
C (4.987, -1.392, -0.507)
C (5.365, -2.692, 0.137)
O (5.977, -2.267, 1.343)
C (5.407, -1.064, 1.660)
O (5.537, -0.500, 2.731)
O (4.668, -0.584, 0.615)
H (4.070, -2.040, -2.358)
H (2.963, -2.014, -0.968)
H (3.440, -0.502, -1.720)
H (5.838, -0.931, -1.022)
H (6.064, -3.273, -0.470)
H (4.504, -3.320, 0.392)

Results
* 2S+1: 1
* calculated total energy: -37415.271 eV
* HOMO: -12.290 eV
* LUMO: -0.2018 hartree
* F_max: 9.62 eV Å⁻¹
* net charge: +1


A 5-piece molecular cluster, C13H16ClN3O3 overall, computed with ωB97M-V/def2-TZVPD.

Cartesian coordinates (Å):
Cl (-0.504, 1.261, 2.423)
O (2.082, 2.725, 1.178)
C (2.869, 3.146, 2.200)
O (2.548, 3.084, 3.415)
O (4.011, 3.640, 1.913)
H (1.240, 2.349, 1.520)
N (-2.212, -2.688, -1.770)
C (-3.385, -2.085, -1.351)
C (-3.120, -1.265, -0.282)
C (-1.755, -1.425, -0.037)
C (-1.221, -2.366, -0.888)
H (-2.141, -3.273, -2.581)
H (-4.353, -2.153, -1.826)
H (-3.833, -0.736, 0.328)
H (-1.217, -1.004, 0.800)
H (-0.212, -2.734, -0.972)
N (-1.211, 1.668, -1.156)
C (-2.377, 1.619, -1.867)
C (-2.192, 2.405, -3.005)
C (-0.887, 2.969, -2.885)
C (-0.300, 2.477, -1.739)
H (-1.019, 1.211, -0.271)
H (-3.215, 1.079, -1.461)
H (-2.889, 2.560, -3.813)
H (-0.434, 3.679, -3.561)
H (0.616, 2.782, -1.256)
N (1.647, -1.203, 1.938)
C (2.855, -0.806, 1.420)
C (3.672, -1.891, 1.478)
C (2.887, -3.022, 1.739)
C (1.592, -2.567, 1.969)
H (0.853, -0.576, 2.059)
H (3.020, 0.219, 1.126)
H (4.731, -1.904, 1.266)
H (3.170, -4.064, 1.782)
H (0.683, -3.111, 2.170)

Results
* 2S+1: 1
* calculated total energy: -36877.040 eV
* HOMO: -0.434 eV
* LUMO: 0.1637 hartree
* energy above the lowest of the compared OMol25 structures with the same formula, charge and spin: 0.0 kcal/mol
* F_max: 4.68 eV Å⁻¹
* net charge: -2